A structure of composition C21H27AuN3O2Si in a non-equilibrium geometry. Source: the OMol25 dataset; level of theory: ωB97M-V with the def2-TZVPD basis set.

The calculation puts the HOMO energy (alpha / beta) at -11.2 / -11.3 eV. The calculation puts the calculated total energy at -1556.03762 a.u. As for the frontier orbital gap (alpha / beta): 4.8 / 5.0 eV. The value obtained for the relative energy (zero: lowest compared OMol25 entry of this formula, charge and spin) is 352.33 kJ/mol.

ORCA input file:
```
! wB97M-V def2-TZVPD RIJCOSX def2/J DEFGRID3
* xyz 1 1
C 4.3803 -0.4227 -4.8778
O -0.1348 4.5653 0.7253
C 3.1267 -1.2160 -2.9962
H 1.7568 2.3605 1.7736
C -5.9121 1.1740 1.1630
O 0.3637 2.6920 -0.4001
H 0.8271 3.6089 2.6709
C 4.6440 0.7610 -4.2073
H 5.2339 1.5342 -4.6775
H 1.4263 -2.0610 1.0008
C -0.2040 1.7119 2.4417
H 4.7567 -3.9930 2.8394
H -5.3993 -1.4791 1.3577
C 0.7703 2.7763 1.9731
H -0.4687 -0.3224 2.3027
H 6.2867 -2.3896 1.7508
H -4.2285 2.2212 0.2712
Au 0.3813 0.3368 -0.4262
H -0.2857 1.7911 3.5367
C 3.6194 -1.4104 -4.2729
C 3.3473 -1.2228 0.5495
C 4.1464 0.9586 -2.9319
H 2.5420 -1.9948 -2.5265
C 2.4938 -2.1295 1.1660
C 4.3605 -3.2152 2.2052
C 0.2588 3.4385 0.5699
H 3.4716 1.4147 0.0009
H -5.3427 0.9155 2.0571
C 3.3879 -0.0310 -2.3157
C -4.9548 1.4525 0.0038
C -6.8463 0.0172 0.8130
C -5.0899 -0.9112 -0.6945
H -5.5229 1.8038 -0.8648
C -6.0051 -1.2158 0.4881
H 1.1152 0.1364 2.4425
N -4.2486 0.2337 -0.3720
C 5.2224 -2.3221 1.5899
H 4.7777 -0.5796 -5.8689
H -6.6415 -2.0659 0.2478
H 2.3246 -3.8173 2.4724
H -1.2006 1.8889 2.0223
N -1.8146 0.0500 -0.3803
H -5.6913 -0.6623 -1.5751
C 4.7158 -1.3375 0.7611
H -7.4548 0.2842 -0.0550
Si 2.7664 0.2319 -0.5442
H 5.3931 -0.6501 0.2765
C 2.9964 -3.1196 1.9927
H -7.5149 -0.1915 1.6507
H 4.3551 1.8852 -2.4175
C -2.9680 0.1565 -0.3919
H -4.4576 -1.7652 -0.9390
H -6.4839 2.0763 1.3745
N 0.2148 0.3788 2.0436
H 3.4085 -2.3312 -4.7967
*
```

---

A cluster of 15 separate species, C46H94B7F28N14O2 in total in a non-equilibrium geometry. Source: the OMol25 dataset; level of theory: ωB97M-V with the def2-TZVPD basis set.

The calculation puts the HOMO energy at -7.8 eV. The calculation puts the calculated total energy at -5696.95594 a.u. As for the frontier orbital gap: 5.0 eV. The value obtained for the relative energy (zero: lowest compared OMol25 entry of this formula, charge and spin) is 1808.20 kJ/mol.

ORCA input file:
```
! wB97M-V def2-TZVPD RIJCOSX def2/J DEFGRID3
* xyz 1 1
H -1.7062 -17.9138 9.7322
C -2.3136 -16.9474 7.8544
F 4.3726 -10.6929 8.9818
N 5.9859 -18.5793 18.5030
H -5.1172 -18.9027 14.3412
H -5.9881 -17.3841 14.1432
C -2.5565 -12.2830 9.7302
F -6.9603 -23.5052 5.0779
H -9.8938 -13.5647 3.0798
F 0.4464 -11.8661 17.5751
H -10.9630 -20.5565 13.4362
C 7.2368 -18.2120 18.0022
H -10.3629 -15.6702 6.2442
H 5.7089 -16.8203 -4.4491
H -8.4913 -5.5603 13.0797
F -0.2842 -9.7933 17.0102
C -0.7354 -14.0235 9.3702
N 5.5096 -17.1554 16.8470
F 4.2681 -20.0966 8.0545
H -5.5050 -27.7172 8.5323
C 5.7699 -19.5578 19.5126
H -3.2946 -17.4313 9.6096
C -5.9162 -18.2854 14.7520
H -2.7618 -18.9977 8.8471
H 5.0033 -20.1676 19.0345
C -8.5514 -20.8355 14.5852
H -2.7941 -12.4714 10.7772
N 0.2407 -27.2967 8.6315
B 3.7620 -20.1297 6.8085
H -4.1337 -28.3706 7.5396
F -6.8779 -22.0931 3.2866
H 1.8821 -26.4077 9.5197
H 0.1207 -16.1189 8.8651
H 2.2569 -27.7143 8.3778
N -7.1520 -19.0397 14.5598
H 7.0536 -16.8762 -3.1910
H -3.7382 -14.4808 8.2958
B 4.5362 -9.9737 10.1539
H -8.7428 -6.3611 10.5562
H 5.2415 -19.3225 20.4365
F -1.0199 -22.6995 14.1904
C -10.7140 -19.6441 13.9780
C -4.4731 -28.0681 8.5303
H -9.9750 -4.1779 15.8874
H -10.4917 -5.9854 9.9567
H -12.0963 -11.0823 4.6083
F 4.7685 -10.9052 11.1273
F -1.6012 -11.6196 16.5433
C 6.2348 -17.3966 -3.6878
C -12.2190 -14.1951 3.5454
N -1.8680 -15.6635 8.4107
C -8.4542 -18.6158 14.3151
H -4.8345 -0.5539 1.2267
H 3.9275 -18.1337 17.7981
H -1.8020 -11.4971 9.7646
C -11.1783 -5.8144 12.5844
H 0.9427 -19.2172 -0.6402
H 3.5203 -17.4881 -3.9743
F 3.3895 -9.2662 10.3468
B -0.9136 -4.3857 12.5253
N -3.3525 -4.3646 3.3732
C 6.8799 -17.2763 16.9707
F -9.0619 -12.9738 11.7511
C 4.7647 -16.4247 15.8435
O -11.6706 -11.8430 4.2062
N 5.2528 -17.8097 -2.7242
H -2.6108 -1.1047 1.0519
H 0.0118 -17.7660 -0.3814
H -11.4806 -5.1991 13.4318
H 6.7187 -20.0490 19.7284
F -0.1807 -4.1123 11.4172
C -3.3350 -1.8222 0.6663
H -4.5665 -0.4523 -0.4329
H -5.4588 -1.7705 0.0628
H 3.7992 -18.4002 0.1544
H 4.6678 -16.1867 13.4907
C -4.0863 -4.2213 1.2967
B -7.8796 -12.3561 11.3597
H 1.3602 -17.6733 -2.6459
F -2.2608 -4.1110 12.4417
C 4.9939 -17.9660 17.7637
F -7.9425 -11.1884 11.9296
H 8.1850 -18.5501 18.3933
F -1.2022 -22.4618 16.3845
H -13.0122 -14.8741 3.8582
C -1.5462 -28.6052 8.4905
F 0.1307 -11.3373 15.4418
C -9.6224 -5.7173 10.5571
H -10.1861 -16.8742 3.9012
H -3.3739 -11.9222 9.1060
H -11.4166 -14.1245 6.1044
H -8.2281 -3.3176 14.4621
H -10.7693 -6.6191 13.1953
H 1.6267 -16.4050 -1.5464
N -2.0322 -27.2799 8.9012
F 0.6989 -23.2295 15.5415
N 3.1752 -17.7337 -1.7971
H -11.7996 -16.7516 3.2657
C -7.2054 -20.4837 14.6458
C -3.9032 -5.0894 2.2897
C -2.9840 -4.8042 4.6685
H -3.9955 -5.0917 4.9556
H -8.1624 -4.1409 12.1053
H -9.2833 -4.8595 9.9764
H -1.5429 -17.2295 7.1371
H 5.2985 -17.6118 13.9736
N -9.2757 -19.7561 14.1816
H 0.5107 -29.3135 8.0307
N -1.9927 -13.5533 9.1882
C -3.0500 -3.0691 2.9477
H -0.0886 -13.3356 9.8945
C -0.6103 -15.3239 8.8699
H -2.2735 -29.3831 8.3109
O -9.9156 -4.5097 14.9886
H -3.6731 -26.0406 8.5207
H -11.3258 -3.6850 10.6297
H -11.5592 -3.3120 12.3589
C -10.8881 -16.1797 3.4396
C 1.7484 -17.4837 -1.6452
C -12.6063 -12.8433 4.1350
C -0.1750 -28.5355 8.3322
H -10.8781 -18.7787 13.3359
C -11.3458 -19.5468 15.3760
C -8.8882 -4.5892 12.7838
H -6.3033 -21.0452 14.8389
B -0.3053 -22.3480 15.3235
C -10.8307 -3.5858 11.5957
H -2.9309 -2.1945 -0.2751
H -13.0727 -12.9779 5.1109
C 1.0303 -18.1513 -0.4293
F 2.4861 -20.7153 6.9228
H -10.6060 -15.8945 2.4261
H 4.7878 -15.3730 16.1290
H -9.7746 -2.8176 13.7740
H -2.6763 -2.2345 3.5224
H 1.7936 -26.1414 7.7481
C -2.7155 -14.6021 8.6210
H -12.0869 -15.6332 5.9536
C -9.1646 -3.6811 14.0389
F -5.0941 -22.3072 4.6522
F -6.9893 -21.1550 5.3269
H -11.9766 -6.0203 11.8713
N -10.0820 -4.9545 11.8994
C -3.4334 -26.9554 9.0627
H -0.8378 -25.5201 9.4689
H -13.4793 -12.4907 3.5858
F -0.2880 -3.7962 13.6393
H 6.7172 -18.2581 -4.1496
C 3.9023 -17.5566 -2.9664
H -3.2135 -16.9132 7.2403
C -9.8046 -13.9172 4.1074
H -3.5790 -26.6897 10.1098
C 1.6190 -26.8492 8.5585
H -8.9665 -14.5615 4.3729
H -11.5823 -20.5848 15.6099
H -12.1899 -14.1441 2.4570
H 6.2700 -16.1103 14.1319
C -2.5337 -17.9465 9.0234
F 3.5332 -18.8277 6.2856
H -10.1010 -2.8026 11.3904
B -6.4799 -22.2966 4.6119
N -3.5180 -2.9763 1.6537
H -2.5895 -4.0954 5.3965
F -7.9342 -12.2657 10.0071
C 5.3960 -18.2384 -1.4442
F 4.6766 -20.8077 5.9584
H -4.3481 -28.9935 9.0925
H 6.3431 -18.4843 -0.9872
B -0.3188 -11.1614 16.6673
H 3.6992 -16.5404 16.0419
H -9.7203 -13.1128 4.8380
H 1.5421 -18.1626 0.5330
N -11.0040 -14.8661 4.2165
H -12.3755 -19.1902 15.4010
C 5.2954 -16.5703 14.2951
F 0.2370 -21.0458 15.2864
C -0.8813 -26.5329 9.0965
C 4.1474 -18.1408 -0.8345
F -6.8068 -13.0707 11.7765
H -8.7187 -17.5703 14.2567
H 7.3718 -16.7095 16.1940
H -4.1407 -6.1378 2.3942
H -2.3367 -5.6793 4.7268
H -10.7353 -19.1431 16.1838
C -11.1523 -15.1159 5.7365
H -4.5339 -4.2207 0.3138
F 5.6597 -9.2530 10.0099
H -5.7650 -18.1296 15.8201
C -4.5923 -1.1863 0.3726
F -0.8602 -5.7424 12.7239
H -9.0288 -21.8042 14.5980
*
```

---

A structure of composition C40H35Cl2F3N2P2S3Zn in a non-equilibrium geometry. Source: the OMol25 dataset; level of theory: ωB97M-V with the def2-TZVPD basis set.

The calculation puts the HOMO energy at -7.8 eV. The calculation puts the calculated total energy at -6531.40550 a.u. As for the frontier orbital gap: 8.1 eV. The value obtained for the relative energy (zero: lowest compared OMol25 entry of this formula, charge and spin) is 100.63 kJ/mol.

ORCA input file:
```
! wB97M-V def2-TZVPD RIJCOSX def2/J DEFGRID3
* xyz 0 1
H 0.9526 3.0613 0.7600
C 1.6662 -1.7856 1.9894
H 3.3958 -2.0058 -2.7695
H 0.3601 2.1173 6.9683
H 2.2710 -4.7040 0.4724
P -0.3112 0.1753 -0.5464
C 4.0894 -2.2191 1.9808
H 3.1491 -0.6635 -4.9100
H -4.7989 -0.5339 4.0574
C 0.2609 -3.1516 -5.9249
C 1.8381 1.1303 0.8543
H 2.4753 5.7607 -2.5098
C -2.9702 2.7418 -2.2585
C 2.7172 -1.1541 -2.8740
H 1.8968 -1.4898 -0.9607
H 2.1500 1.2900 1.8979
C -0.0125 1.4821 3.7085
C 0.8395 0.9505 -3.0075
C -2.1248 1.6894 -2.0329
C 1.6816 2.4874 0.2362
C 3.9015 -3.4285 1.2481
C 2.5377 -0.4862 -4.0626
H -1.8884 1.0272 -2.7851
H 1.1473 -1.6467 4.8120
C -4.3841 -0.6307 3.0637
H 0.9176 -3.6546 -6.6658
C 1.6336 0.5514 -4.0674
H -0.2039 1.8686 2.7503
F -4.6875 -3.7595 3.5647
H -3.8691 0.8841 0.1174
H 3.1455 -0.6559 3.0609
H 3.6804 2.8414 -0.5036
C -3.8679 0.1526 0.9295
S -2.6589 -1.6227 -2.8771
C -2.5028 3.6593 -0.0817
H -3.4717 2.7231 -3.1799
H 3.0946 4.0548 -2.4434
C -1.6219 2.6027 0.1603
C 2.3734 4.7478 -2.0176
C 2.4979 -3.7995 0.9624
C -1.3820 -2.1438 -3.9777
F -2.5432 -3.5246 3.8886
Cl -1.8262 0.1723 -5.3339
C 0.7874 -0.5390 4.8503
C -3.6906 -2.8877 3.8299
H 4.7265 -4.1548 1.1706
H 2.5370 0.4151 0.4129
C 0.4247 1.5176 6.0516
C 2.9434 3.2934 0.1620
C 1.4362 -3.0474 1.3358
F -3.9384 -2.4545 5.1342
H 1.3703 4.3590 -2.1915
C -3.1827 -1.9816 1.5411
C -3.2029 3.7238 -1.3131
H -1.0696 2.4967 1.1115
S -2.3471 -3.4057 1.0073
C -0.0188 2.2225 4.9147
H 0.1072 1.7635 -3.1879
H -4.9974 1.2902 2.2078
H 3.3881 3.1391 1.1542
Zn -1.7927 -1.7672 -0.7653
H 1.5052 1.0863 -4.9498
S 2.6670 4.9618 -0.2468
H 0.9527 -0.4260 6.8975
C -4.4192 0.4160 2.1396
N 0.5049 0.4183 0.8857
C 2.9594 -1.4419 2.3375
N -3.1958 -0.9513 0.6852
C -0.3384 -1.9062 -6.0880
H 0.4394 -3.3792 1.0366
H -2.6689 4.3281 0.6785
H -0.1508 -1.2993 -6.9369
H 0.5127 -4.8275 -4.5602
Cl -1.1880 -4.4967 -2.5175
H 1.3608 2.4182 -0.7876
P 0.1518 -0.7728 2.0896
C -0.8049 -3.3980 -3.8576
C 0.1266 -3.8354 -4.7580
C -3.7332 -1.7955 2.8029
C 0.7347 0.1845 6.0369
C -1.3830 1.6625 -0.8300
H 5.0810 -1.9811 2.4238
H -3.7995 4.6158 -1.5669
C -1.0931 -1.4061 -5.1195
C 0.2975 0.1112 3.6969
H -0.3655 3.2920 5.0825
C 0.9267 0.1578 -1.8824
C 1.8914 -0.8300 -1.8108
*
```

---

A structure of composition C22H18F5IrN2S3 in a non-equilibrium geometry. Source: the OMol25 dataset; level of theory: ωB97M-V with the def2-TZVPD basis set.

The calculation puts the HOMO energy (alpha / beta) at -11.4 / -11.1 eV. The calculation puts the calculated total energy at -2756.56759 a.u. As for the frontier orbital gap (alpha / beta): 5.8 / 5.3 eV. The value obtained for the relative energy (zero: lowest compared OMol25 entry of this formula, charge and spin) is 235.94 kJ/mol. Its expectation value of S² is 0.772.

ORCA input file:
```
! wB97M-V def2-TZVPD RIJCOSX def2/J DEFGRID3
* xyz 1 2
H 0.3857 3.5690 -0.2255
H -0.7558 3.0318 1.0034
C 2.9507 2.6665 0.6850
F 0.0670 -3.2766 3.5772
H -1.8858 3.1897 -1.0556
C -0.1922 2.7082 0.1274
H -0.6766 2.2324 -1.9430
H -5.0875 1.8240 -3.9951
C -2.7648 0.6841 -1.8123
H -3.7499 -2.1882 -3.3475
F -1.0771 -5.7401 3.3447
C 0.4630 -3.1901 1.2615
H -3.5738 2.6234 -2.2833
H 4.9130 3.4881 0.7921
C 4.2396 2.8720 0.2177
H 2.6511 3.1603 1.5955
C 0.3552 -3.8161 0.0151
H -2.0990 1.3735 1.3629
F -1.2831 -6.9129 0.8933
F 0.8110 -3.1495 -1.0645
C -3.5860 1.5667 -2.4980
F -0.3920 -5.6093 -1.3217
S -1.8967 -1.8516 -1.2736
C 0.7584 1.4764 1.9958
C -1.1880 2.3450 -0.9838
C 2.0585 1.8441 0.0104
C -4.5267 -0.2353 -3.7938
H -3.2251 0.2173 0.6582
N -1.9007 1.0891 -0.7185
C -2.8531 -0.6812 -2.1240
C 3.7684 1.5020 -1.6788
C -0.7190 -5.7189 1.0151
N 0.7256 1.6207 0.5327
H 1.5821 0.8223 2.2749
H -0.1690 1.0273 2.3463
C -2.7204 1.1679 0.4967
Ir -0.0637 -0.5411 -0.3862
H -3.4783 1.9525 0.4064
C -0.6048 -5.1204 2.2711
C 2.4793 1.2496 -1.1925
H -5.2054 -0.5828 -4.5566
C -3.7261 -1.1331 -3.1174
C -4.4581 1.1141 -3.4800
S 1.1718 -1.6143 1.4074
H 0.8887 2.4365 2.5021
S 1.4672 0.1960 -2.1462
H 4.0564 1.0454 -2.6127
C 4.6518 2.2915 -0.9724
H 5.6520 2.4559 -1.3401
C -0.2460 -5.0561 -0.1216
C -0.0164 -3.8674 2.3880
*
```